# C45H92F4N8O12S4

A cluster of 7 separate species, C45H92F4N8O12S4 in total at a distorted geometry (ωB97M-V/def2-TZVPD, the OMol25 dataset).

Summary:
- net charge = +4
- LUMO (Ha) = -0.4242
- total energy (eV) = -138810.1377
- gap between HOMO and LUMO (eV) = 3.2
- 2S+1 = 1

Bonds (Å) are listed after each position.
CARTESIAN COORDINATES (ANGSTROEM)
1 C 1.46630 2.36104 4.70828  N2 1.450, H15 1.090, H16 1.090, H17 1.090
2 N 0.11877 2.89290 4.65154  C1 1.450, C3 1.350, C7 1.386
3 C -0.50471 3.30179 5.77691  N2 1.350, C4 1.379, H18 1.080
4 C -1.82051 3.69096 5.64346  C3 1.379, C5 1.380, H19 1.080
5 C -2.48409 3.85798 4.44543  C4 1.380, C6 1.372, C8 1.536
6 C -1.75556 3.58669 3.31473  C5 1.372, C7 1.389, H20 1.080
7 C -0.44679 3.13049 3.40842  N2 1.386, C6 1.389, H21 1.080
8 C -3.90652 4.43447 4.38449  C5 1.536, C9 1.415, C13 1.403
9 C -4.45896 5.08327 5.51437  C8 1.415, C10 1.420, H22 1.080
10 C -5.71613 5.73257 5.39920  C9 1.420, N11 1.363, H23 1.080
11 N -6.47290 5.60884 4.27206  C10 1.363, C12 1.335, C14 1.478
12 C -5.91293 4.99996 3.22448  N11 1.335, C13 1.376, H24 1.080
13 C -4.67958 4.38977 3.21421  C8 1.403, C12 1.376, H25 1.080
14 C -7.78588 6.27222 4.13218  N11 1.478, H26 1.090, H27 1.090, H28 1.090
15 H 1.86033 1.99581 3.75989  C1 1.090
16 H 1.28798 1.54387 5.40724  C1 1.090
17 H 2.10207 3.16643 5.07602  C1 1.090
18 H -0.04570 3.17414 6.74614  C3 1.080
19 H -2.27991 4.00926 6.56760  C4 1.080
20 H -2.05448 3.77485 2.29412  C6 1.080
21 H 0.03203 2.78973 2.50233  C7 1.080
22 H -3.98337 5.19566 6.47749  C9 1.080
23 H -6.18001 6.34037 6.16195  C10 1.080
24 H -6.58053 5.00823 2.37557  C12 1.080
25 H -4.33818 3.90891 2.30943  C13 1.080
26 H -7.54492 7.13141 3.50621  C14 1.090
27 H -8.25455 6.53655 5.08012  C14 1.090
28 H -8.39680 5.55218 3.58774  C14 1.090
29 C -2.35387 0.30800 7.22212  C30 1.578, H40 1.090, H41 1.090, H42 1.090
30 C -1.89109 -0.87827 6.29081  C29 1.578, C31 1.587, N35 1.514, C39 1.516
31 C -0.99529 -1.88513 7.12953  C30 1.587, C32 1.531, H43 1.090, H44 1.090
32 C -1.27881 -3.37009 6.88743  C31 1.531, C33 1.485, H45 1.090, H46 1.090
33 C -2.71589 -3.73371 6.80030  C32 1.485, C34 1.541, H47 1.090, H48 1.090
34 C -3.48834 -2.95473 5.71784  C33 1.541, N35 1.513, C37 1.541, C38 1.578
35 N -3.14291 -1.48181 5.69073  C30 1.514, C34 1.513, O36 1.379
36 O -3.85953 -0.65855 4.84834  N35 1.379
37 C -5.00219 -3.02757 5.99632  C34 1.541, H49 1.090, H50 1.090, H51 1.090
38 C -3.20236 -3.61179 4.31161  C34 1.578, H52 1.090, H53 1.090, H54 1.090
39 C -0.98438 -0.46200 5.14930  C30 1.516, H55 1.090, H56 1.090, H57 1.090
40 H -2.98823 1.03879 6.72049  C29 1.090
41 H -1.48760 0.81170 7.65103  C29 1.090
42 H -2.95180 0.02943 8.08986  C29 1.090
43 H -1.18540 -1.71417 8.18912  C31 1.090
44 H 0.06432 -1.65483 7.01862  C31 1.090
45 H -0.64459 -3.98353 7.52740  C32 1.090
46 H -0.86132 -3.62315 5.91287  C32 1.090
47 H -3.16076 -3.58600 7.78436  C33 1.090
48 H -2.83834 -4.80260 6.62547  C33 1.090
49 H -5.50049 -3.97721 5.80140  C37 1.090
50 H -5.58971 -2.42034 5.30770  C37 1.090
51 H -5.13419 -2.67019 7.01757  C37 1.090
52 H -3.80957 -3.23437 3.48884  C38 1.090
53 H -3.45255 -4.67023 4.38371  C38 1.090
54 H -2.16302 -3.52742 3.99417  C38 1.090
55 H -1.34858 0.42021 4.62285  C39 1.090
56 H -0.89463 -1.13578 4.29720  C39 1.090
57 H 0.06517 -0.29986 5.39477  C39 1.090
58 C 3.67179 -2.66102 -0.32248  C59 1.496, H68 1.090, H69 1.090, H70 1.090
59 C 4.62796 -1.55191 -0.01488  C58 1.496, N60 1.555, H71 1.090, H72 1.090
60 N 3.93197 -0.22766 0.40971  C59 1.555, C61 1.554, C62 1.591, C64 1.588
61 C 2.86695 0.23601 -0.62228  N60 1.554, H73 1.090, H74 1.090, H75 1.090
62 C 3.11334 -0.31369 1.77161  N60 1.591, C63 1.522, H76 1.090, H77 1.090
63 C 3.78044 -0.74702 3.06873  C62 1.522, H78 1.090, H79 1.090, H80 1.090
64 C 5.04151 0.87894 0.66378  N60 1.588, C65 1.535, H81 1.090, H82 1.090
65 C 5.64312 1.43929 -0.63303  C64 1.535, O66 1.389, H83 1.090, H84 1.090
66 O 6.62870 0.65346 -1.21577  C65 1.389, C67 1.416
67 C 7.95391 1.01135 -0.86943  O66 1.416, H85 1.090, H86 1.090, H87 1.090
68 H 3.06665 -2.83144 0.56795  C58 1.090
69 H 4.35711 -3.43604 -0.66568  C58 1.090
70 H 3.04366 -2.56824 -1.20845  C58 1.090
71 H 5.10773 -1.31376 -0.96420  C59 1.090
72 H 5.38593 -1.77967 0.73459  C59 1.090
73 H 3.28403 0.00653 -1.60284  C61 1.090
74 H 2.62333 1.29390 -0.52424  C61 1.090
75 H 1.99685 -0.41414 -0.53096  C61 1.090
76 H 2.39154 -1.07300 1.47070  C62 1.090
77 H 2.71254 0.69674 1.85228  C62 1.090
78 H 3.29590 -0.54921 4.02486  C63 1.090
79 H 4.67799 -0.14553 3.21267  C63 1.090
80 H 4.10129 -1.78394 3.16848  C63 1.090
81 H 5.78285 0.37149 1.28105  C64 1.090
82 H 4.63403 1.72438 1.21810  C64 1.090
83 H 6.07897 2.40940 -0.39425  C65 1.090
84 H 4.86318 1.71589 -1.34245  C65 1.090
85 H 8.41498 1.19990 0.10008  C67 1.090
86 H 8.19994 1.94114 -1.38232  C67 1.090
87 H 8.46638 0.19991 -1.38620  C67 1.090
88 C 7.42010 -2.00758 -5.92332  C89 1.535, H98 1.090, H99 1.090, H100 1.090
89 C 5.89368 -2.14696 -6.00592  C88 1.535, N90 1.542, H101 1.090, H102 1.090
90 N 5.02884 -0.95447 -5.55123  C89 1.542, C91 1.562, C92 1.611, C94 1.566
91 C 5.32624 -0.63441 -4.05130  N90 1.562, H103 1.090, H104 1.090, H105 1.090
92 C 5.41155 0.44082 -6.25946  N90 1.611, C93 1.554, H106 1.090, H107 1.090
93 C 5.31165 0.24831 -7.79873  C92 1.554, H108 1.090, H109 1.090, H110 1.090
94 C 3.52815 -1.38187 -5.68450  N90 1.566, C95 1.555, H111 1.090, H112 1.090
95 C 2.43281 -0.28248 -5.58185  C94 1.555, O96 1.445, H113 1.090, H114 1.090
96 O 2.45547 0.25222 -4.23995  C95 1.445, C97 1.453
97 C 2.07480 1.61218 -3.89727  O96 1.453, H115 1.090, H116 1.090, H117 1.090
98 H 7.93475 -2.96532 -6.00054  C88 1.090
99 H 7.79819 -1.82594 -4.91726  C88 1.090
100 H 7.90398 -1.21047 -6.48773  C88 1.090
101 H 5.50366 -2.99769 -5.44712  C89 1.090
102 H 5.61385 -2.30696 -7.04717  C89 1.090
103 H 6.33068 -0.24677 -3.88114  C91 1.090
104 H 5.40703 -1.59051 -3.53414  C91 1.090
105 H 4.62613 0.06001 -3.58683  C91 1.090
106 H 6.42708 0.67098 -5.93723  C92 1.090
107 H 4.69660 1.22941 -6.02478  C92 1.090
108 H 4.31609 0.09635 -8.21571  C93 1.090
109 H 6.01776 -0.47913 -8.19916  C93 1.090
110 H 5.62125 1.20422 -8.22121  C93 1.090
111 H 3.33437 -2.13743 -4.92314  C94 1.090
112 H 3.39222 -1.86802 -6.65056  C94 1.090
113 H 1.47541 -0.78269 -5.72774  C95 1.090
114 H 2.43453 0.45407 -6.38534  C95 1.090
115 H 2.56185 2.34312 -4.54272  C97 1.090
116 H 2.19819 1.91804 -2.85837  C97 1.090
117 H 0.99605 1.58755 -4.05152  C97 1.090
118 C -1.52616 0.44707 -5.83313  C119 1.598, H128 1.090, H129 1.090, H130 1.090
119 C -2.71057 -0.32495 -5.08858  C118 1.598, N120 1.613, H131 1.090, H132 1.090
120 N -2.28597 -1.76126 -4.48857  C119 1.613, C121 1.537, C122 1.568, C124 1.529
121 C -3.51605 -2.63630 -4.19817  N120 1.537, H133 1.090, H134 1.090, H135 1.090
122 C -1.42752 -2.55554 -5.53273  N120 1.568, C123 1.585, H136 1.090, H137 1.090
123 C -2.14581 -2.83550 -6.91764  C122 1.585, H138 1.090, H139 1.090, H140 1.090
124 C -1.50270 -1.46892 -3.20832  N120 1.529, C125 1.533, H141 1.090, H142 1.090
125 C -0.60483 -2.59520 -2.68348  C124 1.533, O126 1.452, H143 1.090, H144 1.090
126 O -1.42314 -3.69717 -2.20893  C125 1.452, C127 1.433
127 C -2.15212 -3.49953 -0.99092  O126 1.433, H145 1.090, H146 1.090, H147 1.090
128 H -0.84351 1.00367 -5.19103  C118 1.090
129 H -1.98763 1.24460 -6.41545  C118 1.090
130 H -0.97127 -0.09160 -6.60126  C118 1.090
131 H -3.53578 -0.53838 -5.76797  C119 1.090
132 H -3.14367 0.31774 -4.32212  C119 1.090
133 H -4.13432 -2.36602 -5.05420  C121 1.090
134 H -3.89934 -2.24068 -3.25760  C121 1.090
135 H -3.30159 -3.70211 -4.11973  C121 1.090
136 H -1.10821 -3.42506 -4.95821  C122 1.090
137 H -0.51620 -1.98744 -5.71944  C122 1.090
138 H -2.11332 -1.95318 -7.55683  C123 1.090
139 H -3.14900 -3.25980 -6.87657  C123 1.090
140 H -1.53123 -3.40420 -7.61547  C123 1.090
141 H -2.15560 -1.02561 -2.45646  C124 1.090
142 H -0.83143 -0.71948 -3.62766  C124 1.090
143 H 0.08496 -2.19720 -1.93924  C125 1.090
144 H 0.12334 -2.88614 -3.44059  C125 1.090
145 H -3.05218 -4.11359 -1.02167  C127 1.090
146 H -2.64054 -2.54671 -0.78678  C127 1.090
147 H -1.49070 -3.62522 -0.13371  C127 1.090
148 N -6.41324 1.36412 -0.87334  S149 1.767, S153 1.487
149 S -6.69934 1.00055 -2.57867  N148 1.767, O150 1.475, O151 1.456, F152 1.597, S153 2.386
150 O -5.69878 0.27009 -3.38015  S149 1.475
151 O -7.53706 1.93092 -3.32299  S149 1.456
152 F -7.74516 -0.16486 -2.26469  S149 1.597
153 S -4.93593 1.24291 -0.99043  N148 1.487, S149 2.386, O154 1.490, O155 1.470, F156 1.597
154 O -4.21504 2.01644 -2.03989  S153 1.490
155 O -4.34702 -0.01836 -0.51830  S153 1.470
156 F -4.57769 2.20931 0.23009  S153 1.597
157 N 0.15961 1.48635 0.60319  S158 1.748, S162 1.448
158 S -0.83911 0.10699 0.99719  N157 1.748, O159 1.471, O160 1.456, F161 1.611, S162 2.353
159 O -0.88615 -0.98105 0.00904  S158 1.471
160 O -2.06823 0.32800 1.74492  S158 1.456
161 F 0.15608 -0.38796 2.16358  S158 1.611
162 S -0.59258 1.83140 -0.58474  N157 1.448, S158 2.353, O163 1.445, O164 1.445, F165 1.548
163 O -1.83153 2.55537 -0.41366  S162 1.445
164 O -0.39283 1.19227 -1.86479  S162 1.445
165 F 0.26944 3.06484 -0.94978  S162 1.548